Entry 1:
{
  "formula": "C5H7N",
  "method": "ωB97M-V/def2-TZVPD",
  "elements": ["C", "H", "H", "C", "C", "C", "H", "N", "H", "C", "H", "H", "H"],
  "xyz": [[0.056635, 0.573563, -1.247502], [0.593977, 1.468382, 0.939238], [-0.111785, 0.451697, -2.313766], [-1.189526, 0.523970, 1.010506], [0.683306, -0.578800, 1.002897], [-1.090870, 0.041080, -0.384622], [0.373737, -1.604655, -1.001269], [0.175810, 0.706306, 1.486115], [0.520939, 1.526500, -0.991194], [0.266634, -0.664102, -0.471388], [1.692667, -0.819918, 1.326203], [-1.976520, -0.348097, -0.872567], [0.004996, -1.275925, 1.517349]],
  "forces_ev_per_a": [[0.3, 0.0, 0.0], [0.1, 0.0, 0.3], [0.1, 0.0, 0.2], [-0.3, 0.8, -0.7], [0.1, -0.4, 0.2], [-0.6, 0.0, 0.3], [-0.2, 0.1, 0.1], [-0.4, -0.1, -0.1], [-0.1, -0.2, 0.1], [0.1, -0.1, 0.1], [0.2, 0.3, -0.3], [0.1, 0.1, 0.0], [0.6, -0.4, -0.1]],
  "de_lowest_kj_mol": 479.29,
  "total_charge": 0,
  "homo_lumo_gap_ev": 8.059,
  "lumo_ev": -0.010,
  "homo_energy_ev": -8.069,
  "fmax_ev_per_a": 1.131
}

Entry 2:
{
  "formula": "C34H38ILaN6O6PSTe",
  "method": "ωB97M-V/def2-TZVPD",
  "elements": ["H", "C", "I", "C", "H", "H", "H", "C", "C", "C", "H", "O", "H", "C", "C", "N", "C", "H", "C", "C", "C", "N", "C", "O", "H", "C", "N", "C", "H", "N", "H", "H", "C", "C", "C", "N", "H", "O", "H", "H", "C", "H", "H", "H", "C", "C", "C", "H", "C", "La", "O", "C", "H", "H", "H", "H", "Te", "H", "H", "H", "H", "C", "P", "H", "O", "C", "C", "C", "H", "H", "C", "C", "H", "H", "C", "S", "C", "C", "C", "N", "H", "H", "C", "H", "H", "H", "H", "O", "H"],
  "xyz": [[0.723437, 1.725650, 4.912819], [-4.914177, 4.068830, -4.516711], [-0.569521, 2.603456, -2.088561], [-3.973804, 3.118792, -2.531667], [-3.385798, -2.430327, -6.163515], [-5.532625, 5.994954, -3.759773], [-3.655304, -3.316708, -4.462912], [-0.542093, -5.392575, -3.588353], [-0.622452, 5.230327, 1.588588], [-0.285985, 6.669298, 1.352409], [3.863302, 4.725142, 3.894856], [-1.383672, -2.954414, -6.137418], [1.052873, 4.404870, 5.012497], [-2.409766, -1.988331, -6.401696], [3.005018, -1.268147, 2.529232], [4.944936, 1.319779, -0.865842], [-0.923545, 2.044629, 3.548981], [0.498477, -3.676252, 4.134183], [-2.489991, -2.203733, 0.188864], [2.636834, -3.340483, 3.834953], [0.814413, -1.939435, 2.857523], [-1.719629, -5.848052, -0.477244], [-5.127877, 5.050416, -3.591666], [3.269497, -0.012096, -0.027661], [3.093472, -1.994583, -0.609180], [-1.573754, -3.755150, -5.053229], [6.008741, -2.345862, 3.383440], [-0.113167, -2.443733, -0.330811], [3.129673, -4.142102, 4.412333], [1.728585, -1.087903, 2.304044], [-0.865832, 1.496427, 5.508932], [2.332814, 3.306800, 5.592787], [-0.492805, -4.549746, -4.735088], [-0.233557, 1.288848, 4.654864], [0.922115, -4.556531, -0.677121], [-1.706648, -6.336325, -1.599943], [-1.802104, 1.537899, 3.164485], [-1.080786, -0.295116, 0.028158], [3.527210, 5.504440, 5.330632], [-0.914260, 7.133767, 0.549706], [-1.674227, -5.474002, -2.822769], [-3.345938, -1.593672, 0.480738], [-0.631506, 4.621304, 0.690539], [0.312388, -6.040826, -3.393295], [-2.742980, -3.861660, -4.267969], [2.091046, -3.886953, -0.717148], [3.605139, 0.943641, -0.902273], [2.611613, 5.809338, 3.721010], [-1.544116, -4.392302, -0.331547], [0.993109, 0.561087, 0.325187], [-0.034646, 2.067664, 2.359757], [-4.286871, 2.928947, -3.884154], [2.972549, -4.489788, -0.868332], [-0.346947, 7.171552, 2.308962], [0.336268, -4.601349, -5.369689], [-5.203427, 4.138891, -5.508388], [-3.071565, 1.883105, -1.248480], [0.772763, -5.645993, -0.756588], [-0.190850, -1.645631, 2.587743], [0.756896, 6.737186, 1.097420], [-1.135609, 3.120855, 3.755610], [4.863959, -2.412113, 3.456967], [1.100046, 3.268738, 2.243390], [-3.499624, -4.059460, 0.247716], [1.898822, 3.175657, 3.636759], [2.033658, 4.003381, 4.789040], [-2.815463, -4.778392, -3.260772], [1.227793, -3.041428, 3.618198], [-0.176909, 0.289204, 4.529224], [-3.756073, -4.759555, -2.598928], [-0.295853, -3.828063, -0.511003], [-1.240931, -1.630106, 0.011256], [2.119487, 0.471307, -2.108329], [-1.567762, 5.007970, 2.025592], [2.175251, -2.534941, -0.663157], [-4.504301, 4.707252, -2.046846], [3.433767, -2.341986, 3.340121], [3.027189, 5.112488, 4.417725], [-2.610113, -3.595914, 0.049621], [1.102988, -1.854214, -0.521798], [5.556006, 0.646193, -0.323155], [-2.295705, -1.818708, -7.413146], [2.671843, 1.384239, -1.777225], [5.350189, 1.997878, -1.508511], [-2.230708, -1.184023, -5.669694], [3.790812, -0.675625, 2.075132], [-4.028746, 2.000877, -4.381296], [0.303171, 4.673170, 2.536925], [2.891871, 2.078062, -2.616036]],
  "forces_ev_per_a": [[0.1, -0.2, -0.2], [0.9, -1.1, 2.9], [0.0, -0.1, 0.3], [-1.4, 1.5, -2.0], [0.1, 0.3, -0.5], [-0.7, 1.3, -0.3], [0.2, 0.2, -0.2], [0.6, 0.1, -1.4], [0.2, -0.9, -0.4], [-0.5, 0.1, -0.2], [0.8, -1.0, -0.6], [-0.6, -0.3, 0.3], [-0.1, 0.2, 0.3], [0.1, -1.3, 3.0], [0.1, -1.2, 1.0], [-0.2, -1.1, 1.3], [0.8, 0.3, -1.1], [0.1, 0.2, -0.6], [0.7, -0.4, 0.3], [-2.0, 1.7, -0.2], [1.8, -0.2, 0.2], [0.3, 1.0, 0.5], [0.9, -0.8, 0.1], [0.8, 1.4, -0.9], [0.6, 0.2, -0.4], [0.1, 0.1, 0.1], [0.0, -0.1, 0.2], [-0.8, -0.3, -0.5], [-1.0, 0.3, -0.4], [-0.6, 0.2, -0.2], [-0.2, -0.3, 0.6], [0.2, 0.6, -0.3], [-1.1, -1.2, 2.2], [-0.9, 3.8, 1.1], [-2.1, -0.6, -0.2], [-0.3, -0.1, -1.6], [-0.3, 0.1, 0.3], [-0.1, -0.8, 0.5], [-0.9, 0.5, -0.6], [0.5, -0.3, 0.9], [-0.7, 0.0, 0.8], [0.3, -0.1, -0.2], [0.3, 0.0, -0.5], [-0.1, 0.2, 0.1], [0.0, 0.2, -1.1], [1.3, -3.2, -0.6], [2.8, -1.5, 1.3], [-0.5, 0.8, 0.2], [-1.7, -0.4, -0.1], [0.3, 1.4, -0.2], [0.1, 0.5, 0.2], [0.2, 0.5, 0.6], [0.4, 0.1, 0.1], [-0.4, 0.5, 0.1], [1.2, 0.2, -0.8], [-0.5, 0.0, -1.7], [0.7, -1.0, 0.6], [0.8, 0.6, 0.0], [-0.3, -0.6, 0.5], [0.4, 0.0, -0.5], [0.0, -1.0, 0.2], [0.4, 0.1, -0.2], [0.2, 0.9, 0.5], [-2.3, -1.1, 0.4], [-0.2, -1.0, -1.4], [0.3, 0.5, -0.5], [-0.8, 0.1, 3.0], [0.5, -0.8, 0.7], [0.2, -3.2, -0.7], [1.5, -0.4, -1.2], [1.8, 0.3, 0.5], [-0.4, 1.1, -0.9], [-0.1, 0.9, 0.0], [-1.1, 0.5, 0.3], [0.4, 0.3, 0.2], [0.0, -0.6, -0.2], [1.4, 0.0, -0.6], [0.4, -0.7, 1.9], [2.3, 0.5, -0.5], [-2.1, 2.1, 0.9], [-1.0, 1.6, -1.0], [0.0, 1.1, -1.9], [-1.4, 0.0, -1.8], [-0.3, -0.6, 0.3], [-0.2, 0.3, -0.8], [-0.5, 0.4, -0.1], [-0.1, 0.1, -0.1], [0.9, -1.0, 0.2], [-0.1, -0.5, 0.9]],
  "de_lowest_kj_mol": 165.07,
  "total_charge": 1,
  "homo_lumo_gap_ev": 6.523,
  "lumo_ev": -3.351,
  "homo_energy_ev": -9.874,
  "fmax_ev_per_a": 4.107
}

Entry 3:
{
  "formula": "C4H5NO2",
  "method": "ωB97M-V/def2-TZVPD",
  "elements": ["N", "O", "H", "C", "H", "H", "C", "H", "C", "C", "H", "O"],
  "xyz": [[0.637586, 0.839869, 0.050319], [-1.094091, -0.390231, 2.223272], [1.074074, 0.268121, -2.000862], [0.553919, -0.870623, -0.199176], [2.402520, 0.163820, -0.754418], [-2.236324, 1.083967, 1.424239], [-0.709691, 0.539301, -0.022555], [-0.127977, -1.533144, -0.774334], [1.346857, 0.130080, -0.960742], [-1.394139, 0.380777, 1.344964], [0.898411, -1.306593, 0.718829], [-1.351144, 0.694657, -1.049538]],
  "forces_ev_per_a": [[-0.1, -3.0, 1.2], [0.0, 0.4, -0.8], [-0.1, 0.0, 0.0], [1.8, -0.2, 0.1], [0.3, 0.0, -0.2], [-0.3, 0.0, 0.2], [-1.5, 2.1, -0.9], [-0.2, 1.4, 0.5], [0.9, -0.1, -0.6], [-0.2, 0.0, 0.3], [0.5, -0.1, 0.0], [-1.1, -0.4, 0.2]],
  "de_lowest_kj_mol": 399.36,
  "total_charge": 0,
  "homo_lumo_gap_ev": 9.648,
  "lumo_ev": -0.056,
  "homo_energy_ev": -9.703,
  "fmax_ev_per_a": 3.233
}

Entry 4:
{
  "formula": "C16H47N15O8",
  "method": "ωB97M-V/def2-TZVPD",
  "elements": ["O", "H", "C", "N", "C", "O", "H", "H", "H", "H", "H", "H", "H", "C", "H", "H", "H", "N", "H", "N", "O", "H", "H", "N", "H", "H", "H", "N", "H", "C", "H", "N", "O", "O", "H", "H", "H", "N", "H", "H", "C", "C", "H", "H", "H", "C", "H", "O", "H", "N", "N", "H", "C", "C", "N", "O", "H", "H", "H", "H", "C", "O", "N", "H", "H", "H", "H", "C", "C", "H", "C", "H", "H", "H", "N", "H", "C", "H", "H", "H", "H", "N", "N", "N", "C", "C"],
  "xyz": [[4.045515, 23.800456, 13.108437], [-3.937051, 25.980763, 9.896401], [-2.933396, 25.560007, 9.819174], [7.999482, 21.223634, 11.520496], [-3.006338, 24.025920, 10.010915], [-3.416007, 22.089915, 15.378959], [8.288968, 21.740392, 10.707383], [-0.698508, 23.979691, 11.393466], [3.467297, 25.103910, 10.918966], [1.798984, 25.215697, 11.438825], [7.207928, 23.043992, 15.268220], [-2.094269, 27.048134, 8.627735], [1.896602, 23.920883, 14.393657], [-2.365173, 21.837269, 9.208820], [5.871987, 22.291828, 14.353702], [-0.205637, 25.773065, 10.342727], [-1.031890, 25.087151, 6.027020], [6.113504, 22.392820, 11.901027], [6.585957, 27.382247, 10.346179], [-0.678562, 27.642812, 13.140822], [3.093720, 26.423011, 8.506870], [-2.292164, 26.047806, 10.557126], [8.431409, 20.320056, 11.652554], [3.722209, 25.679639, 6.455780], [6.661976, 23.210885, 11.661992], [4.303601, 25.539818, 5.655168], [-1.242581, 28.460649, 13.237413], [-2.632167, 26.558037, 13.092815], [0.954776, 24.312840, 13.019821], [-2.280349, 25.977046, 8.515476], [-3.062279, 27.419264, 12.819050], [-2.004567, 23.851042, 15.771045], [6.190040, 20.227416, 12.527745], [5.874377, 23.414295, 17.248824], [-1.247435, 24.388971, 15.390195], [-2.527878, 22.165337, 13.221066], [0.205437, 22.848252, 10.512546], [5.223477, 25.703234, 8.155812], [-3.396494, 23.809938, 11.006030], [-1.572680, 21.081907, 9.207914], [-1.297471, 26.441681, 13.170524], [6.684229, 21.176353, 11.916976], [0.923914, 25.145787, 9.193399], [0.548510, 26.863488, 9.130357], [5.654758, 26.539917, 12.051062], [0.120309, 25.879646, 9.307480], [3.866170, 22.506079, 14.886517], [0.101125, 23.161689, 8.077647], [0.322199, 27.542749, 13.217080], [-1.051092, 23.863819, 8.464177], [2.726744, 24.846420, 11.546487], [-2.159807, 23.809954, 16.761756], [7.151935, 25.505171, 11.078242], [-0.823241, 23.063164, 10.816587], [-2.285260, 23.033734, 13.669322], [7.686116, 24.443169, 10.768642], [-3.825131, 23.729908, 9.348570], [-3.018522, 21.434263, 9.983721], [5.929579, 24.998779, 12.729186], [-0.382744, 26.632205, 6.569585], [-0.882093, 25.312961, 8.293649], [-0.784105, 25.325506, 13.401406], [4.134555, 22.689452, 15.834730], [-1.594822, 23.719554, 13.376625], [-2.877458, 21.859489, 8.249009], [7.915478, 26.672184, 9.573699], [2.772864, 25.325673, 6.452890], [2.945120, 24.211814, 12.738003], [-2.646577, 22.956989, 14.970243], [-2.993772, 25.829923, 7.702046], [-0.469679, 25.576292, 6.822999], [3.367015, 22.838083, 16.467111], [0.516014, 25.113791, 6.722360], [5.195669, 22.557606, 12.286995], [6.279157, 22.675972, 15.184423], [-3.149627, 25.692944, 13.153572], [3.966573, 26.021496, 7.739340], [5.343398, 25.908378, 9.130944], [-1.099417, 22.245624, 11.479823], [5.877407, 25.305967, 7.512179], [-0.183982, 22.588839, 7.357717], [6.188185, 25.692315, 12.041051], [7.175677, 26.577237, 10.248684], [1.794214, 23.891564, 13.390056], [5.417693, 22.969985, 16.198939], [-1.734381, 23.220486, 9.588259]],
  "forces_ev_per_a": [[-0.2, 0.7, 0.1], [0.0, 0.1, 0.1], [0.9, -0.4, 0.4], [0.6, -1.3, -0.2], [-0.3, 1.4, -1.3], [0.2, 0.7, 0.0], [-0.2, 0.2, 0.1], [-0.5, 0.1, 0.0], [-0.1, 0.0, 0.0], [0.2, 0.2, -0.7], [0.0, -0.3, -0.3], [0.0, 0.1, -0.4], [-0.2, -0.2, 0.0], [1.7, -0.3, 0.2], [0.7, 0.0, -0.5], [-0.4, 0.2, -0.1], [-0.7, -0.1, 0.5], [-0.8, 0.8, -0.6], [0.1, 0.1, 0.4], [1.2, -1.6, -0.4], [0.5, -0.1, -0.3], [-0.4, -0.3, 0.5], [0.1, 0.1, -0.3], [-2.4, -0.1, -0.6], [0.0, -0.4, -0.2], [0.5, -0.1, 0.3], [0.5, 0.5, 0.0], [-0.5, -0.7, 0.0], [-0.2, 0.0, 0.5], [0.1, -0.1, 0.1], [-0.3, -0.1, -0.1], [-0.2, 0.4, 0.4], [0.3, 0.0, -1.0], [-1.4, 0.0, 0.0], [0.0, 0.1, 0.1], [0.3, 0.3, -0.6], [-0.1, -0.3, -0.3], [-1.1, 1.0, 0.3], [0.6, -0.4, 0.2], [0.1, 0.0, -0.5], [-1.1, -0.4, 1.2], [0.0, 0.4, 2.3], [0.5, 0.4, 0.3], [-0.3, 0.1, -0.2], [0.1, 0.1, 0.2], [0.9, -1.2, -0.4], [0.4, 0.1, -0.2], [0.4, -0.2, 0.4], [-0.1, 1.0, 0.1], [-1.5, -0.2, -0.9], [-0.1, 0.0, 0.9], [0.0, 0.0, -0.1], [-2.1, -0.6, -0.7], [1.1, -0.1, -0.2], [-0.5, -0.1, -0.3], [0.6, 0.8, 1.0], [0.1, -0.2, -0.1], [-0.3, 0.6, 0.1], [0.0, -0.2, -0.2], [0.0, 0.1, 0.3], [-2.1, 0.6, -0.2], [0.7, 1.5, -0.7], [-1.2, 0.0, 1.1], [-0.2, -0.6, -0.3], [0.0, 0.1, 0.0], [0.0, -0.3, 0.0], [0.1, 0.3, -1.0], [0.4, -0.9, -1.2], [0.0, -1.1, 0.9], [0.4, -0.2, -0.3], [1.2, -0.5, 0.4], [0.4, 0.0, 0.3], [0.2, 0.3, -0.1], [0.1, -0.3, -0.2], [-0.5, 0.0, 0.0], [-0.2, 0.2, -0.1], [1.1, -0.8, 0.8], [1.0, -0.3, -0.2], [-0.3, 0.1, 0.0], [0.4, -0.2, 0.5], [-0.1, 0.1, 0.0], [0.5, -0.5, 0.4], [1.1, 1.1, -0.9], [0.0, 0.3, 0.4], [1.6, 0.2, -0.3], [-1.3, 0.0, 1.5]],
  "de_lowest_kj_mol": 0.00,
  "total_charge": 0,
  "homo_lumo_gap_ev": 8.399,
  "lumo_ev": -0.171,
  "smiles": "CC1(C)CCCC(C)(C)N1O.NC(N)=O.NC(N)=O.NC(N)=O.NC(N)=O.NC(N)=O.NC(N)=O.NC(N)=O",
  "homo_energy_ev": -8.570,
  "fmax_ev_per_a": 2.466
}